C44H59AsCl2N5O2P2S6Ti as an isolated structure. Source: OMol25; level of theory: ωB97M-V/def2-TZVPD.

Output
E ... -9213.82729 Eh
Maximum force ... 0.6 eV/A
Energy above the lowest of the compared OMol25 structures with the same formula, charge and spin ... 6.8 kJ/mol
Charge ... +1

XYZ file:
```
122
Properties=species:S:1:pos:R:3:lowdin_charge:R:1
As 0.9092 2.6156 3.0855 -0.324
Ti 0.1370 1.3069 0.3384 0.057
Cl -3.5204 2.6227 -1.0082 0.566
Cl -2.2172 4.3315 -2.9972 0.575
S 2.6354 3.7386 2.9695 0.038
S -2.1478 0.3138 0.9929 0.601
S 3.7192 -6.0273 -2.1487 0.809
S 1.4120 0.5510 1.9388 0.246
S -0.6098 3.1776 1.5378 0.173
S -0.0168 2.0577 4.8464 0.055
P -0.3074 -1.2337 -0.7398 0.883
P 2.1357 -0.1166 -1.2487 0.976
O 4.3372 5.9580 -3.2299 0.081
O -0.5851 1.7282 -1.7122 -0.194
N -3.1959 1.7860 2.9293 0.034
N 1.6957 2.8926 -0.3556 -0.090
N 1.1256 -1.4406 -1.6020 -0.441
N -2.3528 -0.3297 3.5154 0.040
N 5.6638 5.8550 -1.3897 0.188
C 3.5707 4.6427 -1.4207 -0.112
C -3.9424 -1.3047 -2.6161 -0.057
C 4.8428 -0.2176 -0.4948 -0.099
C 2.8678 1.9450 -4.6764 -0.058
C -3.5076 2.4513 4.2022 -0.182
C 2.8432 0.3601 -2.8529 -0.337
C -1.2038 -5.0636 0.4318 -0.058
C 1.3181 3.9962 -1.0126 -0.151
C 5.8981 -0.6605 0.2909 -0.061
C -6.2233 2.4252 2.2808 -0.109
C -0.3737 -3.8662 2.3472 -0.071
C 5.6987 -1.6689 1.2222 -0.064
C -1.6034 -1.2553 -2.0221 -0.366
C 3.9683 3.5450 -0.6777 0.010
C -2.3034 -0.6977 -4.2673 -0.062
C 1.4059 -2.5871 -2.4774 -0.231
C -2.9399 -1.4751 -1.6749 -0.116
C 3.3823 -1.7843 0.5993 -0.144
C 3.8119 1.1715 -5.3340 -0.062
C 2.2121 4.8743 -1.5850 0.034
C -6.0035 2.9210 3.7095 -0.248
C -2.8157 -0.4923 4.8921 -0.169
C 2.3785 1.5353 -3.4430 -0.090
C -4.5751 -2.3597 4.6548 -0.247
C -0.6005 -2.7418 0.2249 -0.345
C -4.6088 3.4823 3.9957 -0.184
C 5.2402 -5.0613 -2.0433 -0.409
C -4.2365 -2.7716 3.2230 -0.098
C 3.5763 -0.7839 -0.3524 -0.378
C 3.0020 2.6961 -0.1685 -0.220
C 4.4391 -2.2326 1.3746 -0.060
C -1.2928 -0.8666 -3.3274 -0.111
C 4.5546 5.5555 -2.1064 -0.500
C -0.2489 -2.7210 1.5751 -0.136
C 4.2720 -0.0077 -4.7594 -0.061
C -0.8531 -5.0371 1.7742 -0.062
C 2.3276 -3.6276 -1.8575 -0.262
C -4.2860 -0.8999 4.9968 -0.193
C -1.0793 -3.9197 -0.3437 -0.083
C -3.6260 -0.9111 -3.9114 -0.065
C -3.7565 3.8951 -2.2114 -0.932
C -2.5955 0.6449 2.6599 -0.712
C 2.5964 -4.7776 -2.8151 -0.515
C 3.7972 -0.4097 -3.5215 -0.097
H -1.8452 -1.0978 3.1067 0.090
H -3.8200 1.7180 4.9408 0.096
H -4.6775 -3.7425 2.9954 0.076
H 1.6720 -5.3147 -3.0399 0.076
H 3.2680 -3.1514 -1.5805 0.075
H -2.1916 -1.2750 5.3247 0.134
H 0.2542 4.1833 -1.0705 0.075
H -4.8875 -0.2584 4.3476 0.103
H 1.6409 2.1375 -2.9285 0.076
H 5.0121 -0.6085 -5.2725 0.111
H -1.3602 -3.9496 -1.3894 0.109
H -6.2183 2.1144 4.4178 0.104
H 6.0271 -5.7539 -1.7504 0.033
H 6.5243 -2.0142 1.8309 0.111
H 1.8319 -2.2159 -3.4141 0.112
H -4.4285 3.5370 -2.9800 0.034
H -6.0130 3.2216 1.5619 0.068
H 0.4468 -3.0461 -2.7323 0.110
H -1.0605 2.5641 -1.8616 -0.042
H 4.1855 -1.3123 -3.0632 0.107
H -4.6136 -0.7047 6.0214 0.121
H -0.9514 -5.9331 2.3735 0.112
H -3.1606 -2.8623 3.0616 0.048
H 1.8670 5.7291 -2.1497 0.132
H 5.4932 -4.6357 -3.0147 0.039
H -0.0932 -3.8469 3.3928 0.114
H -3.1557 2.4258 2.1475 0.060
H 4.2763 -3.0180 2.1014 0.114
H -4.9735 -1.4794 -2.3377 0.113
H 4.1979 1.4883 -6.2943 0.112
H 1.8854 -4.0151 -0.9356 0.109
H -4.3098 4.1681 3.1933 0.118
H 3.2825 1.8363 0.4224 0.057
H -4.4118 -0.7813 -4.6443 0.111
H 5.7361 5.6370 -0.4121 0.108
H -2.5864 0.4238 5.4420 0.086
H -4.6433 4.0850 4.9053 0.119
H 6.3353 6.4877 -1.7919 0.121
H -2.0522 -0.4089 -5.2801 0.113
H -1.5725 -5.9777 -0.0150 0.112
H 6.8795 -0.2197 0.1705 0.110
H -5.6382 -2.5382 4.8294 0.109
H 0.1235 -1.8023 2.0146 0.037
H -5.5848 1.5757 2.0364 0.052
H -0.2577 -0.7133 -3.6152 0.105
H -2.5971 2.9306 4.5629 0.065
H -4.6255 -2.0478 2.5015 0.075
H -7.2589 2.1152 2.1375 0.073
H 5.0140 3.3293 -0.5037 0.126
H -6.7339 3.7043 3.9222 0.107
H -3.1894 -1.7720 -0.6647 0.084
H 2.5236 2.8740 -5.1126 0.113
H -4.0400 -3.0055 5.3574 0.111
H -4.1354 4.7818 -1.7202 0.035
H 2.4013 -2.2276 0.7230 0.081
H -1.1199 1.0641 -2.1869 0.039
H 2.9967 -4.4127 -3.7658 0.082
H 5.1739 -4.2763 -1.2906 0.018
H 5.0118 0.5604 -1.2291 0.103
```

C12H7BrMnN2O4 as an isolated structure in a non-equilibrium geometry. Source: OMol25; level of theory: ωB97M-V/def2-TZVPD.

Output
E ... -4596.53617 Eh
Maximum force ... 1.1 eV/A
Charge ... +1

XYZ file:
```
27
Properties=species:S:1:pos:R:3:lowdin_charge:R:1
Br 2.4148 -3.5029 -1.2692 0.866
Mn -0.3144 -2.1667 0.2931 0.936
O -1.2235 -1.1177 3.8642 0.203
O -1.7461 -1.6541 -0.6496 -0.046
O -2.9223 -0.3083 -1.9924 0.191
O -0.7119 -2.3720 2.0360 -0.077
N 0.8307 -1.3305 -0.9349 -0.060
N -0.0398 -0.4249 0.8001 0.115
C 1.5941 1.0075 -0.4530 0.008
C 0.4476 0.0436 -0.4941 -0.392
C -1.6639 2.0388 0.7540 0.017
C -0.7824 -0.0393 1.7578 -0.118
C 3.1449 -0.7611 -1.1369 -0.091
C -1.4156 1.7381 -0.5819 0.119
C 2.1554 -1.6551 -1.1251 -0.761
C -1.4597 1.2018 1.8420 0.147
C -1.9685 -0.5326 -1.3251 -0.470
C -0.9723 -1.2165 2.7109 -0.456
C -0.8012 0.5477 -1.1993 -0.091
C 2.8244 0.6170 -0.7886 -0.027
H -0.5533 0.7566 -2.2422 0.186
H -1.8301 2.4475 -1.2919 0.154
H 1.3888 2.0317 -0.1630 0.124
H -2.2264 2.9440 0.9443 0.133
H -1.9564 1.4220 2.7826 0.154
H 4.1595 -1.0578 -1.3534 0.113
H 3.6276 1.3431 -0.7844 0.125
```

A 10-piece molecular cluster, C28H55Cl3O23 overall in a non-equilibrium geometry. Source: OMol25; level of theory: ωB97M-V/def2-TZVPD.

Output
E ... -4210.98805 Eh
Maximum force ... 2.1 eV/A
Energy above the lowest of the compared OMol25 structures with the same formula, charge and spin ... 0.0 kJ/mol

XYZ file:
```
109
Properties=species:S:1:pos:R:3:lowdin_charge:R:1
Cl -3.7533 3.0945 1.4766 0.570
Cl -2.5872 4.7861 -0.5851 0.592
Cl -5.2066 3.5340 -0.9459 0.568
O 2.3605 -1.7799 1.3388 -0.024
O 4.6426 -1.0198 -6.2791 0.014
O 2.2030 -1.4976 -0.8936 0.140
O -5.4018 -3.6896 0.7627 -0.072
O 1.2010 -7.4949 -1.4519 0.012
O -8.0871 -0.2666 -1.1346 0.161
O -5.0094 -2.3505 2.4586 0.027
O 4.0051 -0.8540 0.2097 0.004
O -6.1006 -0.5454 -0.1492 -0.037
O 5.5885 5.0081 0.6322 0.005
O 0.7304 7.8527 3.5712 0.141
O -6.8284 -3.6183 2.4830 0.147
O 1.4539 -5.3890 -0.6832 0.124
O 1.1305 2.0754 2.7808 0.051
O -0.2076 6.2220 2.4078 0.011
O 3.1396 -2.5868 -5.7296 0.132
O -6.6487 -1.7670 -1.8900 0.020
O 3.2224 -0.5772 -4.7415 0.015
O 4.4357 3.1640 0.9220 -0.008
O 1.8968 6.7016 2.0282 -0.027
O -2.0650 -0.0521 0.2313 0.045
O -0.0421 -5.9405 -2.2573 0.018
O 3.7309 4.7360 -0.5206 0.150
C -7.0343 -0.8057 -1.0602 -0.631
C -1.5122 0.3984 -0.7518 -0.470
C 2.4305 -7.8980 -0.8354 -0.030
C 2.9751 7.6264 2.1110 -0.023
C -0.0984 0.3348 3.8135 -0.006
C 3.6156 -1.4979 -5.6054 -0.655
C 1.2208 -2.6423 1.3705 -0.017
C -3.8326 -1.9635 1.7399 -0.047
C 1.4314 1.9193 5.1234 -0.013
C -6.1658 -4.7463 0.1484 -0.008
C 6.4922 4.5041 1.6133 -0.037
C 0.8115 7.0017 2.7384 -0.638
C -1.7633 -0.2575 -2.0903 -0.011
C 0.0523 5.0333 1.6349 -0.050
C 0.9512 -6.1946 -1.4114 -0.628
C 4.7559 -0.8809 1.4031 -0.054
C -4.0819 4.2568 0.1989 -1.504
C 0.8497 1.5011 3.8007 -0.486
C 5.2821 -1.9586 -7.1423 -0.037
C 4.5067 4.3312 0.2792 -0.634
C -5.2753 -2.1561 -1.8983 -0.037
C -5.8309 -3.2478 1.9534 -0.631
C -6.4048 0.5039 0.7690 -0.036
C 3.3568 2.3170 0.5695 -0.034
C 2.7975 -1.3775 0.1349 -0.614
C -0.4795 -4.5930 -2.2758 -0.045
C -0.9719 1.7968 -0.8242 -0.035
C 1.9275 -0.7778 -4.1723 -0.045
H -1.6566 2.3712 -1.4452 0.054
H -1.3796 -4.5553 -2.8847 0.093
H 1.7351 0.1202 -3.5931 0.087
H 2.4923 -8.9695 -0.9833 0.093
H 2.6585 8.5883 1.7010 0.103
H -3.1977 -2.8101 1.4813 0.100
H 0.4398 -2.2535 0.7227 0.086
H 3.7862 7.2228 1.5174 0.086
H 4.6005 -2.2073 -7.9630 0.098
H 1.9313 -1.6317 -3.4938 0.077
H -0.8726 4.4680 1.5940 0.039
H -5.1837 -2.8492 -2.7302 0.103
H 0.2916 -3.9729 -2.7384 0.099
H 0.4806 -0.5932 3.8952 0.087
H -4.6095 -1.3103 -2.0778 0.085
H 7.1121 3.7314 1.1549 0.098
H -0.7214 -4.1740 -1.2995 0.090
H 0.8233 -2.6086 2.3811 0.085
H -4.5327 5.1387 0.6301 0.016
H -1.8597 -1.3294 -1.9618 0.075
H 2.4170 -7.6442 0.2240 0.094
H -0.7185 0.3657 4.7090 0.084
H 0.0166 1.8156 -1.2902 0.088
H 5.9720 4.0543 2.4566 0.093
H -5.5191 0.6665 1.3765 0.066
H 5.6929 -0.3504 1.2459 0.098
H 3.2875 -7.4033 -1.2908 0.100
H 3.2612 7.8167 3.1445 0.097
H -0.8928 2.2360 0.1673 0.059
H 0.8823 1.4387 5.9359 0.075
H -6.8262 -4.2904 -0.5904 0.097
H 3.6331 1.5819 -0.1856 0.097
H -4.0574 -1.4344 0.8161 0.058
H 5.4616 -2.8971 -6.6200 0.097
H 2.9944 1.7821 1.4426 0.069
H -7.2837 0.2871 1.3694 0.109
H 1.5919 2.9708 5.3373 0.086
H 0.3163 5.3475 0.6232 0.096
H 1.1491 -0.9288 -4.9214 0.099
H -4.9768 -2.6255 -0.9613 0.066
H -2.6338 0.2014 -2.5627 0.091
H -6.5406 1.4489 0.2383 0.049
H 7.1012 5.3363 1.9452 0.093
H -5.4595 -5.4308 -0.3100 0.097
H 4.9984 -1.8999 1.7076 0.101
H -6.7716 -5.2517 0.8971 0.095
H 1.4811 -3.6542 1.0718 0.083
H -0.9384 -0.0653 -2.7749 0.069
H -0.6638 0.3073 2.8866 0.075
H 2.4899 2.8661 0.2030 0.093
H -3.3122 -1.2715 2.3939 0.090
H 0.8040 4.4110 2.1162 0.079
H 4.3013 -0.3783 2.2594 0.092
H 2.4247 1.4539 5.2197 0.094
H 6.1715 -1.5103 -7.5628 0.091
```

C8H18N3P in the gas phase in a non-equilibrium geometry. Source: OMol25; level of theory: ωB97M-V/def2-TZVPD.

Output
E ... -821.06006 Eh
Maximum force ... 5.3 eV/A
Energy above the lowest of the compared OMol25 structures with the same formula, charge and spin ... 208.1 kJ/mol

XYZ file:
```
30
Properties=species:S:1:pos:R:3:nbo_charge:R:1
P 4.8268 -1.0232 -0.6967 0.347
N 5.3140 0.4457 0.0386 -0.530
N 3.3111 0.5855 0.7512 -0.301
N 4.4064 1.2436 0.5273 -0.118
C 2.1889 1.1963 0.4835 0.113
C 0.0673 0.1097 -0.3033 -0.206
C 0.6320 -1.2637 -0.6518 -0.647
C -1.9686 1.6123 0.2597 -0.639
C -1.5193 0.1561 0.0755 0.004
C -2.2937 -0.4940 -1.2012 -0.615
C -1.8828 -0.7133 1.2896 -0.632
C 0.8796 0.5912 0.8994 -0.477
H -1.2084 -1.6268 1.2640 0.213
H -0.0392 -2.0637 -1.1088 0.218
H 6.2475 0.7139 0.1285 0.403
H 0.4078 1.3391 1.4020 0.221
H 0.1546 0.9148 -1.1529 0.209
H -2.9594 1.8193 -0.2185 0.215
H -1.4747 -0.2332 2.3036 0.205
H -1.8492 0.1188 -1.9598 0.208
H -1.3228 2.3480 -0.0205 0.208
H -3.3558 -0.3491 -0.9988 0.207
H -2.9257 -0.9426 1.3204 0.216
H -2.3868 1.7886 1.3329 0.212
H 6.1583 -1.2809 -0.8648 -0.098
H 1.1124 -1.7233 0.2220 0.214
H 1.5112 -1.1473 -1.3815 0.234
H -1.9209 -1.5033 -1.1544 0.208
H 2.2870 2.3098 0.3443 0.175
H 1.3003 -0.2273 1.5044 0.232
```

A 2-piece molecular cluster, C4H12 overall in a non-equilibrium geometry. Source: OMol25; level of theory: ωB97M-V/def2-TZVPD.

Output
E ... -159.54076 Eh
Maximum force ... 4.8 eV/A
Energy above the lowest of the compared OMol25 structures with the same formula, charge and spin ... 116.1 kJ/mol

XYZ file:
```
16
Properties=species:S:1:pos:R:3:nbo_charge:R:1
C 1.3514 1.2344 -0.3648 -0.618
C -1.9381 -1.8095 0.8469 -0.602
C -0.3957 -1.8845 0.6978 -0.620
C 0.9432 2.5282 -1.0811 -0.619
H 0.7091 0.4073 -0.6643 0.203
H -0.0724 -2.8159 0.3765 0.205
H 2.3863 0.9447 -0.7261 0.207
H 1.4267 2.5323 -2.1795 0.199
H -0.0052 -1.5540 1.6113 0.205
H -2.4489 -1.0227 0.3586 0.208
H 0.1649 -1.1174 0.1308 0.206
H -2.1974 -1.9233 1.8177 0.201
H -0.1376 2.5176 -1.4059 0.209
H -2.3066 -2.8083 0.4233 0.196
H 1.2756 1.2795 0.7201 0.207
H 1.2445 3.4918 -0.5613 0.214
```

A 3-piece molecular cluster, C2H11N2O2 overall in a non-equilibrium geometry. Source: OMol25; level of theory: ωB97M-V/def2-TZVPD.

Output
E ... -342.55257 Eh
Maximum force ... 2.1 eV/A
Energy above the lowest of the compared OMol25 structures with the same formula, charge and spin ... 94.2 kJ/mol
Charge ... +1

XYZ file:
```
17
Properties=species:S:1:pos:R:3:nbo_charge:R:1
O 3.3756 -0.2262 -0.0470 -0.966
O -3.1491 0.6352 -0.8030 -0.954
N 0.1144 0.1240 0.8568 -0.511
N 0.3729 -1.5083 -0.7736 -0.717
C -0.4727 1.5090 1.0653 -0.397
C -0.3662 -0.6917 -0.0637 0.401
H 3.7088 -0.1797 0.8630 0.479
H -1.4277 -0.7301 -0.3163 0.241
H -3.5370 0.9159 -1.6435 0.485
H 0.0154 -2.3549 -1.1885 0.438
H 4.2464 -0.4923 -0.3921 0.494
H 1.1276 0.0198 0.7922 0.403
H -3.9215 0.0891 -0.5870 0.478
H -0.4150 2.0272 0.1143 0.219
H 1.3866 -1.3607 -0.7175 0.432
H -1.5201 1.3410 1.2909 0.240
H 0.2116 1.8776 1.8254 0.234
```